[1]
The following is a DFT calculation (ωB97M-V/def2-TZVPD) of one molecule with the formula C7H13N in a non-equilibrium geometry.

E_HOMO: -6.7043 eV
LUMO energy: -0.073 Eh

```
! wB97M-V def2-TZVPD RIJCOSX def2/J DEFGRID3
* xyz 0 1
C 1.71 -0.24 1.32
C 1.94 -0.32 -0.17
C 0.79 -0.62 -1.15
N 0.54 1.85 -0.40
C -0.79 1.19 -0.29
C -0.59 -0.23 -0.65
C -1.71 -0.98 -0.38
C -2.77 -0.57 0.46
H 2.64 -0.07 1.90
H 1.26 -1.18 1.76
H 0.99 0.57 1.41
H 2.35 0.73 -0.45
H 2.79 -1.02 -0.39
H 0.99 0.03 -2.03
H 0.60 -1.70 -1.49
H 0.33 2.64 0.21
H -1.18 1.14 0.70
H -1.62 1.58 -0.91
H -1.70 -2.04 -0.60
H -2.95 0.47 0.50
H -3.63 -1.24 0.66
*
```

[2]
The following is a DFT calculation (ωB97M-V/def2-TZVPD) of one molecule with the formula C7H13N in a non-equilibrium geometry.

E_HOMO (spin up / spin down): -6.0685 / -6.1193 eV
LUMO energy (spin up / spin down): 0.032 / 0.030 Eh

```
! wB97M-V def2-TZVPD RIJCOSX def2/J DEFGRID3
* xyz 0 1
C -0.93 -0.51 -0.69
C 1.63 1.18 1.23
C -2.36 -0.78 -1.02
C -0.10 -1.64 -0.18
C 0.84 0.25 2.11
N -0.40 0.58 -1.27
C 0.76 1.25 -1.17
C 1.69 1.36 -0.11
H -1.03 1.01 -1.95
H 2.42 1.66 1.80
H 0.93 1.92 -1.99
H 2.54 1.97 -0.43
H -2.67 -1.74 -0.63
H -3.02 -0.03 -0.59
H -0.13 -2.46 -0.90
H -0.48 -2.03 0.77
H 0.93 -1.33 -0.03
H -2.54 -0.78 -2.11
H 0.78 0.71 3.11
H -0.19 0.12 1.79
H 1.33 -0.71 2.26
*
```

[3]
The following is a DFT calculation (ωB97M-V/def2-TZVPD) of a 2-piece molecular cluster, C7H13N overall.

E_HOMO: -8.1355 eV
LUMO energy: 0.038 Eh
SMILES: C=C(C)N.C=CC=C

```
! wB97M-V def2-TZVPD RIJCOSX def2/J DEFGRID3
* xyz 0 1
C -1.43 1.05 2.23
C -0.52 -0.14 2.14
C 0.50 -0.16 1.28
N -0.93 -1.24 2.88
H -1.92 1.13 3.21
H -2.21 0.93 1.48
H -0.89 1.97 2.03
H 1.00 -1.07 0.96
H 0.75 0.73 0.73
H -1.26 -1.04 3.82
H -0.27 -2.01 2.91
C 1.90 1.35 -2.66
C 1.36 0.28 -2.09
C 0.11 -0.29 -2.58
C -0.50 -1.36 -2.07
H 1.55 1.70 -3.62
H 2.81 1.80 -2.28
H 1.82 -0.18 -1.22
H -0.35 0.17 -3.45
H -1.46 -1.69 -2.44
H -0.05 -1.91 -1.25
*
```